[1]
Here is a cluster of 6 separate species, C15H20ClO19 in total at a distorted geometry from the Open Molecules 2025 dataset. Energies are from ωB97M-V/def2-TZVPD.

The geometry in XYZ format:
```
55
Properties=species:S:1:pos:R:3
Cl 3.13 -6.41 -6.67
O 2.44 -6.59 -7.94
O 4.48 -5.97 -6.87
O 2.35 -5.36 -6.06
O 3.10 -7.63 -5.92
C 1.00 -7.52 -9.91
C 1.17 -8.85 -9.09
O 1.46 -9.83 -10.19
C 1.61 -9.22 -11.36
O 1.97 -9.70 -12.41
O 1.53 -7.84 -11.19
H 1.55 -6.67 -9.49
H -0.06 -7.34 -9.75
H 0.25 -9.17 -8.61
H 1.97 -8.68 -8.37
C 0.54 -4.93 -4.64
C -0.76 -5.09 -5.46
O -1.07 -3.81 -5.82
C -0.02 -2.96 -5.62
O -0.01 -1.77 -5.91
O 0.97 -3.60 -4.97
H 1.21 -5.70 -5.03
H 0.42 -5.07 -3.56
H -1.54 -5.48 -4.81
H -0.58 -5.62 -6.40
C 0.98 -4.05 -8.31
C 0.79 -3.89 -9.84
O -0.16 -4.96 -10.17
C -0.82 -5.34 -9.10
O -1.86 -5.95 -8.94
O -0.19 -4.77 -7.95
H 1.10 -3.13 -7.73
H 1.88 -4.58 -7.99
H 1.73 -4.12 -10.36
H 0.29 -2.94 -10.04
C 0.74 -8.53 -5.53
C 1.92 -9.34 -5.12
O 1.51 -10.12 -4.08
C 0.42 -9.46 -3.48
O -0.04 -9.71 -2.29
O -0.12 -8.70 -4.44
H 0.35 -8.93 -6.46
H 0.88 -7.47 -5.71
H 2.85 -8.82 -4.92
H 2.20 -9.86 -6.03
C 4.47 -3.74 -7.94
C 4.33 -4.64 -9.24
O 5.53 -4.29 -9.88
C 6.39 -3.61 -9.18
O 7.52 -3.32 -9.41
O 5.68 -3.13 -8.04
H 4.52 -4.30 -7.00
H 3.77 -2.91 -7.98
H 3.49 -4.50 -9.92
H 4.37 -5.62 -8.75
```

Calculated values
* DFT total energy: -67294.7062 eV
* charge: -1
* 2S+1: 1
* Kohn-Sham gap: 10.355 eV
* LUMO: 2.419 eV
* energy above the lowest of the compared OMol25 structures with the same formula, charge and spin: 5.2670 eV
* HOMO level: -7.94 eV

Atom charges from the Löwdin analysis, given in e for atoms 1 to 2: 0.81, -0.38

---

[2]
Here is a cluster of 2 separate species, C15H20F2N2OS in total at a distorted geometry from the Open Molecules 2025 dataset. Energies are from ωB97M-V/def2-TZVPD.

The geometry in XYZ format:
```
41
Properties=species:S:1:pos:R:3
C 0.29 -6.18 0.27
H 1.04 -6.50 -0.49
H -0.55 -6.69 0.25
C -0.02 -4.76 -0.20
C -0.58 -4.83 -1.51
C -1.15 -3.51 -1.94
C -1.88 -3.58 -3.21
H -2.66 -4.05 -3.46
H -1.11 -3.93 -4.23
H -2.06 -2.42 -3.68
C -0.01 -2.64 -2.22
N 0.77 -2.66 -0.92
C 0.87 -1.54 0.19
S 1.35 -1.58 1.54
N 0.02 -0.48 -0.34
C -0.20 0.71 0.35
C 1.05 1.40 1.03
C 0.88 2.64 1.42
C -0.29 3.53 1.11
C -1.50 2.80 0.63
C -1.22 1.50 0.06
H -2.33 0.97 -0.35
H -2.40 3.41 0.43
O -0.51 4.64 1.79
C -0.08 5.75 0.57
F -1.09 5.79 -0.16
F 1.15 5.61 0.35
H -0.29 6.73 1.23
H 1.70 3.06 1.89
H 1.88 0.86 1.04
H -0.91 -0.66 -0.99
C 1.28 -3.92 -0.40
H 1.63 -3.78 0.61
H 1.96 -4.34 -0.99
H -0.01 -1.63 -2.39
H 0.67 -3.02 -2.88
H -1.72 -2.94 -1.41
H -1.94 -5.47 -1.30
H -0.22 -5.34 -2.34
H -0.88 -4.50 0.49
H 0.80 -6.13 1.34
```

Calculated values
* DFT total energy: -37164.9215 eV
* charge: 0
* 2S+1: 1
* Kohn-Sham gap: 8.025 eV
* LUMO: 0.503 eV
* HOMO level: -7.52 eV

Atom charges from the Löwdin analysis, given in e for atoms 1 to 2: -0.07, 0.10

---

[3]
Here is a structure of composition C15H20HoN3O3S2 at a distorted geometry from the Open Molecules 2025 dataset. Energies are from ωB97M-V/def2-TZVPD.

The geometry in XYZ format:
```
44
Properties=species:S:1:pos:R:3
Ho 0.82 -1.15 0.00
C -0.42 4.34 -0.54
N -0.83 3.47 0.57
C -1.75 3.82 1.54
C -1.86 2.78 2.38
N -0.98 1.79 1.92
C -0.37 2.23 0.78
S 0.76 1.51 -0.28
C -0.77 0.59 2.66
C -1.04 0.59 4.02
C -0.95 -0.60 4.73
C -0.57 -1.76 4.07
C -0.26 -1.64 2.74
N -0.35 -0.50 2.03
H -0.75 5.35 -0.30
H -0.88 4.01 -1.47
H 0.66 4.32 -0.64
H -2.26 4.77 1.55
H -2.50 2.65 3.23
H -1.30 1.50 4.53
H -1.16 -0.61 5.79
H -0.49 -2.71 4.57
H 0.07 -2.52 2.20
O -0.87 -2.19 -0.81
S -1.62 -2.29 -2.18
C -2.12 -0.57 -2.52
C -1.16 0.01 -3.56
C 0.15 -0.77 -3.46
C -0.27 -2.23 -3.37
H -2.03 -0.09 -1.54
H -3.17 -0.56 -2.82
H -1.02 1.08 -3.40
H -1.57 -0.12 -4.56
H 0.73 -0.47 -2.58
H 0.80 -0.60 -4.31
H 0.49 -2.93 -3.02
H -0.67 -2.60 -4.32
C 4.91 -2.82 -0.55
O 3.77 -2.51 -1.43
C 2.71 -2.02 -0.93
O 2.62 -1.85 0.36
H 5.72 -3.07 -1.22
H 4.64 -3.66 0.08
H 5.15 -1.96 0.06
```

Calculated values
* DFT total energy: -73948.2496 eV
* charge: +2
* 2S+1: 5
* Kohn-Sham gap (spin up / spin down): 8.711 / 8.726 eV
* LUMO (spin up / spin down): -6.063 / -6.050 eV
* energy above the lowest of the compared OMol25 structures with the same formula, charge and spin: 0.0000 eV
* HOMO level (spin up / spin down): -14.77 / -14.78 eV
* <S²>: 6.004

Atom charges from the Löwdin analysis, given in e for atoms 1 to 2: 1.34, 0.00

---

[4]
Here is an isolated molecule of C15H20N2O3S from the Open Molecules 2025 dataset. Energies are from ωB97M-V/def2-TZVPD.

The geometry in XYZ format:
```
41
Properties=species:S:1:pos:R:3
C -5.42 -0.29 1.05
C -5.03 0.61 -0.12
C -4.58 -0.17 -1.35
C -3.22 -0.86 -1.18
N -2.12 0.06 -0.98
S -1.64 0.44 0.58
O -1.92 1.83 0.85
O -2.16 -0.55 1.48
C 0.12 0.23 0.42
C 0.91 1.34 0.17
C 2.28 1.18 0.02
C 2.78 -0.10 0.13
C 1.99 -1.23 0.36
C 0.63 -1.06 0.52
C 2.87 -2.44 0.40
C 4.26 -1.89 0.01
N 4.11 -0.44 0.00
C 5.12 0.47 0.01
O 6.28 0.16 -0.12
C 4.65 1.90 0.28
C 3.28 2.25 -0.31
H -4.54 -0.79 1.46
H -6.14 -1.04 0.74
H -5.86 0.31 1.85
H -4.23 1.29 0.20
H -5.89 1.22 -0.40
H -4.51 0.51 -2.20
H -5.32 -0.94 -1.59
H -3.00 -1.47 -2.06
H -3.23 -1.51 -0.30
H -2.20 0.90 -1.53
H 0.44 2.30 0.12
H -0.05 -1.88 0.71
H 2.88 -2.88 1.40
H 2.53 -3.21 -0.30
H 4.57 -2.23 -0.98
H 5.05 -2.17 0.72
H 4.61 2.00 1.37
H 5.42 2.58 -0.09
H 3.36 2.33 -1.40
H 2.95 3.22 0.06
```

Calculated values
* DFT total energy: -35838.3040 eV
* charge: 0
* 2S+1: 1
* Kohn-Sham gap: 9.031 eV
* LUMO: 0.554 eV
* structure (SMILES): CCCCNS(=O)(=O)c1cc2c3c(c1)CCN3C(=O)CC2
* energy above the lowest of the compared OMol25 structures with the same formula, charge and spin: 0.7135 eV
* HOMO level: -8.48 eV

Atom charges from the Löwdin analysis, given in e for atoms 1 to 2: -0.10, -0.26

---

[5]
Here is an isolated molecule of C15H20N2O4 from the Open Molecules 2025 dataset. Energies are from ωB97M-V/def2-TZVPD.

The geometry in XYZ format:
```
41
Properties=species:S:1:pos:R:3
C -5.21 -2.03 0.42
C -5.55 -0.65 -0.13
O -4.40 -0.04 -0.73
C -3.55 0.59 0.07
O -3.65 0.66 1.27
C -2.46 1.30 -0.73
O -2.71 2.36 -1.28
N -1.27 0.68 -0.77
C -0.93 -0.52 -0.04
C 0.10 -0.16 1.05
N 1.26 0.50 0.51
C 2.35 -0.24 0.06
C 2.30 -1.63 -0.12
C 3.40 -2.34 -0.55
C 4.59 -1.70 -0.84
C 4.67 -0.33 -0.64
C 3.59 0.40 -0.19
O 3.77 1.76 0.01
C 3.77 2.16 1.36
C 0.88 1.70 -0.22
C -0.12 1.35 -1.34
H -6.12 -2.50 0.79
H -4.78 -2.65 -0.36
H -4.51 -1.94 1.24
H -5.92 0.00 0.67
H -6.28 -0.72 -0.94
H -1.82 -0.96 0.40
H -0.50 -1.23 -0.75
H 0.40 -1.05 1.60
H -0.39 0.53 1.75
H 1.39 -2.17 0.08
H 3.32 -3.41 -0.67
H 5.45 -2.25 -1.20
H 5.59 0.20 -0.83
H 3.87 3.24 1.36
H 2.83 1.88 1.86
H 4.61 1.71 1.90
H 1.76 2.17 -0.65
H 0.39 2.39 0.48
H -0.47 2.25 -1.84
H 0.36 0.68 -2.07
```

Calculated values
* DFT total energy: -27049.5284 eV
* charge: 0
* 2S+1: 1
* Kohn-Sham gap: 8.643 eV
* LUMO: 0.710 eV
* structure (SMILES): CCOC(=O)C(=O)N1CCN(c2ccccc2OC)CC1
* energy above the lowest of the compared OMol25 structures with the same formula, charge and spin: 2.1919 eV
* HOMO level: -7.93 eV

Atom charges from the Löwdin analysis, given in e for atoms 1 to 2: -0.06, -0.20

---

[6]
Here is an isolated molecule of C15H20N2O6S at a distorted geometry from the Open Molecules 2025 dataset. Energies are from ωB97M-V/def2-TZVPD.

The geometry in XYZ format:
```
44
Properties=species:S:1:pos:R:3
C -5.58 -0.39 0.57
C -5.41 0.39 -0.73
C -4.45 -0.26 -1.72
C -2.98 0.10 -1.50
N -2.41 -0.38 -0.26
S -2.21 0.67 1.01
O -2.84 1.93 0.74
O -2.53 -0.04 2.22
C -0.43 0.91 0.94
C 0.38 0.06 1.68
C 1.76 0.17 1.63
C 2.28 1.16 0.81
C 1.44 2.01 0.07
C 0.07 1.90 0.12
O 2.21 2.87 -0.66
C 3.52 2.58 -0.41
O 4.46 3.14 -0.89
N 3.56 1.55 0.51
C 4.77 0.90 0.92
C 4.83 -0.56 0.45
O 5.52 -1.39 0.97
O 4.04 -0.75 -0.60
C 3.95 -2.08 -1.12
C 2.91 -2.90 -0.36
H -5.84 -1.43 0.36
H -6.39 0.05 1.16
H -4.68 -0.36 1.17
H -5.06 1.40 -0.50
H -6.39 0.48 -1.21
H -4.56 -1.35 -1.69
H -4.70 0.06 -2.73
H -2.86 1.18 -1.48
H -2.37 -0.31 -2.32
H -2.76 -1.27 0.05
H -0.10 -0.68 2.30
H 2.40 -0.48 2.20
H -0.59 2.56 -0.42
H 4.89 0.92 2.00
H 5.60 1.45 0.46
H 3.66 -1.95 -2.16
H 4.93 -2.55 -1.06
H 3.23 -3.04 0.67
H 1.95 -2.38 -0.36
H 2.80 -3.87 -0.83
```

Calculated values
* DFT total energy: -41980.6745 eV
* charge: 0
* 2S+1: 1
* Kohn-Sham gap: 9.408 eV
* LUMO: 0.472 eV
* structure (SMILES): CCCCNS(=O)(=O)c1ccc2c(c1)oc(=O)n2CC(=O)OCC
* energy above the lowest of the compared OMol25 structures with the same formula, charge and spin: 0.1535 eV
* HOMO level: -8.94 eV

Atom charges from the Löwdin analysis, given in e for atoms 1 to 2: -0.10, -0.25

---

[7]
Here is an isolated molecule of C15H20N4O2 at a distorted geometry from the Open Molecules 2025 dataset. Energies are from ωB97M-V/def2-TZVPD.

The geometry in XYZ format:
```
41
Properties=species:S:1:pos:R:3
N -4.95 -0.05 1.45
N -4.40 -0.16 0.47
N -4.04 -0.50 -0.61
C -3.02 0.05 -1.44
H -3.06 1.14 -1.44
H -3.26 -0.30 -2.45
C -1.57 -0.40 -1.09
N -0.77 0.73 -0.62
C -1.11 1.33 0.54
O -2.10 1.00 1.17
C -0.19 2.43 1.04
H -0.67 2.83 1.94
H -0.12 3.23 0.31
C 1.21 1.93 1.39
H 1.16 0.93 1.83
C 2.16 1.89 0.18
C 1.71 0.89 -0.89
H 1.74 -0.12 -0.48
H 2.43 0.95 -1.71
C 0.32 1.20 -1.45
H 0.23 0.73 -2.43
H 0.24 2.28 -1.60
O 2.26 3.15 -0.44
H 2.53 3.80 0.22
H 3.15 1.57 0.54
H 1.65 2.60 2.14
H -1.09 -0.74 -2.02
C -1.55 -1.58 -0.10
C -0.14 -2.02 0.18
C 0.45 -1.74 1.40
C 1.76 -2.11 1.66
C 2.49 -2.78 0.69
C 1.90 -3.08 -0.53
C 0.59 -2.70 -0.78
H 0.14 -2.94 -1.73
H 2.46 -3.61 -1.29
H 3.51 -3.07 0.88
H 2.21 -1.89 2.61
H -0.12 -1.22 2.16
H -2.03 -1.27 0.83
H -2.13 -2.39 -0.54
```

Calculated values
* DFT total energy: -25933.7213 eV
* charge: 0
* 2S+1: 1
* Kohn-Sham gap: 9.425 eV
* LUMO: 0.628 eV
* energy above the lowest of the compared OMol25 structures with the same formula, charge and spin: 3.1392 eV
* HOMO level: -8.80 eV

Atom charges from the Löwdin analysis, given in e for atoms 1 to 2: 0.20, -0.24

---

[8]
Here is a structure of composition C15H20N4O4PdSi at a distorted geometry from the Open Molecules 2025 dataset. Energies are from ωB97M-V/def2-TZVPD.

The geometry in XYZ format:
```
45
Properties=species:S:1:pos:R:3
Pd 0.29 0.12 -0.13
C -2.46 2.84 0.87
C -2.55 2.15 -0.45
C -3.62 2.32 -1.33
C -3.58 1.69 -2.57
C -2.47 0.94 -2.93
C -1.44 0.80 -2.00
N -1.54 1.37 -0.77
N -0.29 0.11 -2.14
Si 0.99 0.43 -3.24
C 0.86 2.24 -3.85
C 2.57 0.29 -2.15
C 1.02 -0.85 -4.65
H -2.35 3.91 0.73
H -1.57 2.47 1.39
H -3.34 2.67 1.48
H -4.45 2.94 -1.04
H -4.40 1.79 -3.26
H -2.41 0.42 -3.87
H 0.84 2.91 -2.99
H -0.06 2.41 -4.40
H 1.68 2.54 -4.48
H 2.39 0.76 -1.17
H 3.42 0.79 -2.61
H 2.85 -0.75 -1.99
H 0.10 -0.83 -5.23
H 1.14 -1.87 -4.27
H 1.84 -0.66 -5.33
C 2.03 -3.28 -1.23
C 2.16 -2.73 0.14
N 1.49 -1.69 0.58
C 1.87 -1.47 1.88
C 2.80 -2.42 2.23
N 2.97 -3.20 1.11
C 3.56 -2.72 3.47
O 3.27 -2.00 4.53
O 4.39 -3.60 3.46
C 1.33 -0.28 2.65
O 1.50 -0.26 3.87
O 0.79 0.63 1.97
H 1.30 -2.66 -1.76
H 1.67 -4.31 -1.21
H 2.98 -3.25 -1.75
H 3.60 -3.99 1.10
H 2.54 -1.30 4.36
```

Calculated values
* DFT total energy: -41390.5489 eV
* charge: 0
* 2S+1: 1
* Kohn-Sham gap: 7.075 eV
* LUMO: -1.461 eV
* energy above the lowest of the compared OMol25 structures with the same formula, charge and spin: 1.2242 eV
* HOMO level: -8.54 eV

Atom charges from the Löwdin analysis, given in e for atoms 1 to 2: 0.96, -0.02

---

Please write out number 5 again, unchanged.
Here is an isolated molecule of C15H20N2O4 from the Open Molecules 2025 dataset. Energies are from ωB97M-V/def2-TZVPD.

The geometry in XYZ format:
```
41
Properties=species:S:1:pos:R:3
C -5.21 -2.03 0.42
C -5.55 -0.65 -0.13
O -4.40 -0.04 -0.73
C -3.55 0.59 0.07
O -3.65 0.66 1.27
C -2.46 1.30 -0.73
O -2.71 2.36 -1.28
N -1.27 0.68 -0.77
C -0.93 -0.52 -0.04
C 0.10 -0.16 1.05
N 1.26 0.50 0.51
C 2.35 -0.24 0.06
C 2.30 -1.63 -0.12
C 3.40 -2.34 -0.55
C 4.59 -1.70 -0.84
C 4.67 -0.33 -0.64
C 3.59 0.40 -0.19
O 3.77 1.76 0.01
C 3.77 2.16 1.36
C 0.88 1.70 -0.22
C -0.12 1.35 -1.34
H -6.12 -2.50 0.79
H -4.78 -2.65 -0.36
H -4.51 -1.94 1.24
H -5.92 0.00 0.67
H -6.28 -0.72 -0.94
H -1.82 -0.96 0.40
H -0.50 -1.23 -0.75
H 0.40 -1.05 1.60
H -0.39 0.53 1.75
H 1.39 -2.17 0.08
H 3.32 -3.41 -0.67
H 5.45 -2.25 -1.20
H 5.59 0.20 -0.83
H 3.87 3.24 1.36
H 2.83 1.88 1.86
H 4.61 1.71 1.90
H 1.76 2.17 -0.65
H 0.39 2.39 0.48
H -0.47 2.25 -1.84
H 0.36 0.68 -2.07
```

Calculated values
* DFT total energy: -27049.5284 eV
* charge: 0
* 2S+1: 1
* Kohn-Sham gap: 8.643 eV
* LUMO: 0.710 eV
* structure (SMILES): CCOC(=O)C(=O)N1CCN(c2ccccc2OC)CC1
* energy above the lowest of the compared OMol25 structures with the same formula, charge and spin: 2.1919 eV
* HOMO level: -7.93 eV

Atom charges from the Löwdin analysis, given in e for atoms 1 to 2: -0.06, -0.20

---

Repeat the seventh record exactly.
Here is an isolated molecule of C15H20N4O2 at a distorted geometry from the Open Molecules 2025 dataset. Energies are from ωB97M-V/def2-TZVPD.

The geometry in XYZ format:
```
41
Properties=species:S:1:pos:R:3
N -4.95 -0.05 1.45
N -4.40 -0.16 0.47
N -4.04 -0.50 -0.61
C -3.02 0.05 -1.44
H -3.06 1.14 -1.44
H -3.26 -0.30 -2.45
C -1.57 -0.40 -1.09
N -0.77 0.73 -0.62
C -1.11 1.33 0.54
O -2.10 1.00 1.17
C -0.19 2.43 1.04
H -0.67 2.83 1.94
H -0.12 3.23 0.31
C 1.21 1.93 1.39
H 1.16 0.93 1.83
C 2.16 1.89 0.18
C 1.71 0.89 -0.89
H 1.74 -0.12 -0.48
H 2.43 0.95 -1.71
C 0.32 1.20 -1.45
H 0.23 0.73 -2.43
H 0.24 2.28 -1.60
O 2.26 3.15 -0.44
H 2.53 3.80 0.22
H 3.15 1.57 0.54
H 1.65 2.60 2.14
H -1.09 -0.74 -2.02
C -1.55 -1.58 -0.10
C -0.14 -2.02 0.18
C 0.45 -1.74 1.40
C 1.76 -2.11 1.66
C 2.49 -2.78 0.69
C 1.90 -3.08 -0.53
C 0.59 -2.70 -0.78
H 0.14 -2.94 -1.73
H 2.46 -3.61 -1.29
H 3.51 -3.07 0.88
H 2.21 -1.89 2.61
H -0.12 -1.22 2.16
H -2.03 -1.27 0.83
H -2.13 -2.39 -0.54
```

Calculated values
* DFT total energy: -25933.7213 eV
* charge: 0
* 2S+1: 1
* Kohn-Sham gap: 9.425 eV
* LUMO: 0.628 eV
* energy above the lowest of the compared OMol25 structures with the same formula, charge and spin: 3.1392 eV
* HOMO level: -8.80 eV

Atom charges from the Löwdin analysis, given in e for atoms 1 to 2: 0.20, -0.24